No. 1
Below is C5H8O2 in the gas phase, with properties calculated with ωB97M-V/def2-TZVPD.

```
15
Properties=species:S:1:pos:R:3:forces:R:3
C 1.563 0.699 -0.281 0.019 -0.023 0.010
C 0.400 0.043 0.423 0.160 0.194 -0.169
O 0.674 -0.287 1.781 0.166 -0.135 -0.009
C -1.000 0.695 0.373 -0.063 0.034 0.019
C -1.477 -0.616 -0.229 -0.271 -0.087 0.113
O -1.055 -0.573 -1.614 0.095 -0.311 -0.154
C -0.144 -1.317 -0.072 -0.076 0.097 0.014
H 1.291 0.963 -1.309 0.034 -0.056 0.189
H 1.861 1.606 0.257 -0.049 -0.106 -0.086
H 2.418 0.013 -0.318 -0.128 0.097 0.019
H 1.318 -1.013 1.754 -0.085 0.104 0.122
H -1.383 0.882 1.378 0.049 -0.033 -0.139
H -1.138 1.578 -0.259 0.039 -0.143 0.087
H -2.478 -1.034 -0.096 0.231 0.055 -0.027
H -0.984 -1.498 -1.925 -0.121 0.311 0.011
```
Forces are in eV/Å.

Results
Energy relative to the best compared isomer or geometry (same formula, charge and spin) ... 468.63 kJ/mol
E_LUMO ... 0.54 eV
E ... -345.62646 Ha
Frontier orbital gap ... 9.34 eV

***

No. 2
Below is a molecular structure, C21H20BeCl2NO3S6, with properties calculated with ωB97M-V/def2-TZVPD.

```
54
Properties=species:S:1:pos:R:3:forces:R:3
Be -2.213 0.074 0.343 -0.256 0.120 0.495
S -2.059 0.412 2.679 -0.174 -0.107 -0.045
S -2.940 -1.352 3.299 0.125 0.029 0.031
S -4.238 -1.722 1.754 0.015 -0.016 -0.139
S -2.936 -1.869 0.149 -0.028 0.010 0.028
O -0.598 0.256 -0.022 -0.001 0.112 -0.016
S 0.405 0.066 1.131 -0.065 0.011 -0.108
C 0.384 -1.689 1.549 0.048 -0.060 0.036
C 0.851 -2.655 0.499 -0.031 -0.030 0.020
C 0.356 -2.628 -0.804 -0.013 0.020 0.056
C 0.799 -3.555 -1.735 0.016 -0.021 -0.033
C 1.719 -4.531 -1.377 0.009 0.023 -0.005
C 2.200 -4.576 -0.077 0.011 -0.002 0.005
C 1.770 -3.639 0.851 0.020 0.020 0.002
C 1.933 0.176 0.158 0.112 0.034 -0.033
C 3.134 0.008 1.041 -0.031 -0.091 0.032
C 3.392 0.913 2.068 -0.022 0.033 -0.006
C 4.462 0.719 2.927 0.026 -0.001 0.009
C 5.291 -0.382 2.768 -0.013 -0.010 0.007
C 5.050 -1.281 1.739 0.008 0.012 -0.008
C 3.976 -1.088 0.883 0.018 0.012 -0.048
H -0.662 -1.865 1.825 -0.012 0.038 -0.005
H 0.987 -1.754 2.458 -0.009 -0.023 0.007
H -0.368 -1.879 -1.096 -0.002 0.000 -0.029
H 0.410 -3.515 -2.744 -0.009 0.005 -0.010
H 2.056 -5.256 -2.107 -0.005 -0.016 -0.009
H 2.912 -5.338 0.216 0.002 -0.006 0.002
H 2.152 -3.669 1.866 0.010 -0.001 0.005
H 1.871 1.184 -0.257 0.050 0.009 -0.031
H 1.903 -0.549 -0.653 -0.025 0.011 -0.035
H 2.745 1.773 2.197 -0.018 -0.009 0.019
H 4.646 1.428 3.723 0.001 0.004 0.015
H 6.119 -0.542 3.447 0.026 0.014 -0.004
H 5.697 -2.138 1.602 0.004 -0.014 0.008
H 3.784 -1.793 0.084 -0.015 -0.020 0.017
S -1.632 -0.137 -3.231 0.079 -0.250 -0.185
C -1.900 1.475 -2.929 -0.175 0.148 0.068
N -0.964 2.218 -2.266 0.085 0.016 -0.070
C -1.073 3.536 -1.973 0.020 -0.040 -0.012
C -2.169 4.234 -2.349 -0.037 -0.046 -0.037
C -3.203 3.524 -3.012 0.029 0.093 -0.016
C -3.080 2.200 -3.285 0.101 -0.088 -0.102
H -0.180 1.680 -1.924 -0.032 0.001 0.072
H -0.246 3.966 -1.425 -0.022 -0.002 0.032
H -2.267 5.277 -2.096 -0.009 0.014 0.004
H -4.117 4.039 -3.279 -0.006 0.003 0.027
H -3.875 1.638 -3.750 -0.012 0.004 0.002
Cl -5.575 4.213 -0.314 0.013 -0.039 0.009
C -4.461 3.093 0.508 -0.063 0.094 0.074
Cl -3.007 3.975 1.029 -0.022 -0.028 0.033
C -4.182 1.820 -0.342 -0.113 -0.073 0.144
O -5.065 1.413 -1.060 -0.002 -0.003 -0.035
O -3.033 1.325 -0.108 0.372 0.101 -0.219
H -4.958 2.766 1.418 0.021 0.005 -0.018
```
Forces are in eV/Å.

Results
Energy relative to the best compared isomer or geometry (same formula, charge and spin) ... 31.41 kJ/mol
Total charge ... -1
E_LUMO ... 2.18 eV
E ... -4417.24209 Ha
Frontier orbital gap ... 6.28 eV

***

No. 3
Below is a gas-phase ion, C2H4ClN2 (charge +1) at a distorted geometry, with properties calculated with ωB97M-V/def2-TZVPD.

```
9
Properties=species:S:1:pos:R:3:forces:R:3
C 1.107 0.662 -0.152 1.454 0.643 -0.129
N -0.099 -0.029 0.045 -2.975 -0.159 0.470
N -0.577 -1.446 -0.103 -1.214 0.616 -0.960
C -1.360 -0.169 0.003 3.634 -1.994 0.373
Cl -2.830 0.457 0.045 -0.524 0.347 -0.096
H 1.735 0.594 0.742 -0.172 -0.020 -0.074
H 1.644 0.202 -0.984 -0.108 0.018 -0.022
H 0.896 1.709 -0.369 -0.088 -0.085 0.018
H -0.517 -1.979 0.772 -0.007 0.634 0.421
```
Forces are in eV/Å.

Results
Energy relative to the best compared isomer or geometry (same formula, charge and spin) ... 278.87 kJ/mol
SMILES ... CN1[NH+]=C1Cl
Total charge ... +1
E_LUMO ... -5.45 eV
E ... -647.89773 Ha
Frontier orbital gap ... 10.23 eV